1.
This record from the Open Molecules 2025 dataset describes a structure of composition C19H23AgNO4Sb2. The level of theory is ωB97M-V/def2-TZVPD.

```
50
Properties=species:S:1:pos:R:3:nbo_charge:R:1
C -2.97257 -1.13256 -2.99014 -0.2009
H -3.98097 -0.98917 -2.61787 0.2016
H 2.94384 -0.13240 6.79833 0.2018
C -3.80437 2.02032 0.79869 -1.0005
O 4.97213 -0.01100 2.42796 -0.7172
C 1.16881 -0.05732 5.59180 -0.2275
C -0.42759 -1.48827 -3.93928 -0.2103
H -3.53658 1.21740 -2.07867 0.2199
C -0.72432 -0.30962 -3.24891 -0.0409
C -1.37137 -2.47739 -4.15058 -0.2276
C 0.68963 0.01298 4.29222 0.0939
H 0.00189 1.69237 -2.88059 0.2243
H -4.68674 1.61902 0.29855 0.2117
Sb -2.05981 0.92356 0.18325 1.0653
C 2.75901 2.03943 -1.46993 -0.9981
C 3.76881 0.15326 2.19647 0.7470
C -0.82698 0.00333 4.03084 0.7443
H 3.86151 -1.21165 -1.57139 0.2512
C 3.38725 -0.00639 4.70143 -0.2295
H -3.41930 -3.05245 -3.82711 0.2046
H -2.93878 -1.23556 1.44994 0.2646
H -2.35379 -1.74208 -0.15191 0.2299
H -3.91617 1.91022 1.87666 0.2424
Ag 0.54722 0.19742 1.15715 0.7122
H 4.46359 -0.02346 4.78888 0.2420
C -2.45758 1.08119 -1.98302 -0.7723
N 1.51603 0.08853 3.24850 -0.5015
C 2.53930 -0.07042 5.79460 -0.1856
H -1.10415 -3.37838 -4.68841 0.2043
C -2.03050 -0.12601 -2.75660 -0.0312
H -1.97512 1.99168 -2.33902 0.2189
H -3.96207 -0.99888 -0.00812 0.2080
H 2.57150 -2.00951 -2.49877 0.2236
H 3.40537 -0.58835 -3.17915 0.2140
H -3.69874 3.07766 0.55787 0.2175
C 2.83793 0.08067 3.42927 0.1079
C 0.37480 0.68053 -3.03999 -0.7844
H 0.45283 -0.09913 6.39943 0.2402
O -1.18367 -0.16544 2.82768 -0.8329
H 1.03840 0.70500 -3.90707 0.2243
O -1.55012 0.15193 5.01938 -0.7078
Sb 1.63184 0.24048 -1.30518 1.1132
C -2.66092 -2.29550 -3.67102 -0.2305
C 3.03647 -1.05290 -2.26417 -1.0001
H 0.58041 -1.62212 -4.31868 0.2015
O 3.20644 0.37001 1.08919 -0.8280
H 3.59907 1.96025 -0.78461 0.2669
C -2.94574 -1.00343 0.38740 -1.0009
H 2.13451 2.88384 -1.17831 0.2221
H 3.09935 2.17828 -2.49703 0.2087
```

Results
M: 680.8 g/mol
energy above the lowest of the compared OMol25 structures with the same formula, charge and spin: 1.9 kcal/mol
HOMO energy: -4.8 eV
total charge: -1

2.
This record from the Open Molecules 2025 dataset describes a structure of composition C19H23AsN2O2PrS. The level of theory is ωB97M-V/def2-TZVPD.

```
49
Properties=species:S:1:pos:R:3:mulliken_spin:R:1
Pr 0.33287 0.50610 0.21703 2.0097
H -0.27853 3.74930 -1.10659 0.0003
N 1.07983 2.74960 0.89927 -0.0018
H -5.22079 1.97870 -0.92563 0.0000
C -3.76728 -1.52231 -0.24107 -0.0017
H 1.71870 -5.10919 1.36677 0.0000
C -0.26558 -2.97615 -1.34506 0.0024
H 0.28639 -3.66194 -1.98516 0.0000
H 6.37428 0.09867 -0.95609 0.0001
S 1.71907 -1.73078 1.16736 -0.0053
C -4.81668 0.99008 -0.73965 0.0002
O 1.95934 0.89724 -1.09715 -0.0081
C -1.08732 -3.48692 1.64561 -0.0002
N -1.43063 2.24418 -0.21302 0.0006
H 0.45732 4.77980 1.02518 -0.0004
C -0.87818 3.60693 -0.20367 -0.0009
H 4.08901 -0.36484 -1.78727 0.0003
H -5.75124 -2.23655 -0.53936 -0.0001
C 5.76420 1.72387 0.31515 -0.0006
C -3.44861 0.86065 -0.46326 0.0032
C -2.90533 -0.42108 -0.21335 -0.0023
H -0.67161 -3.71274 2.62552 0.0002
H -1.69172 -4.32534 1.29939 0.0001
H 4.86472 3.29485 1.43894 -0.0001
O -1.61726 -0.58285 0.05544 0.0057
C 3.18033 1.16028 -0.60673 0.0007
C -5.65306 -0.10510 -0.77504 -0.0006
C 1.33288 -4.88299 0.37574 -0.0002
H -0.11651 -1.96296 -1.70250 -0.0011
C 0.03604 3.77073 1.01011 0.0013
C -5.11199 -1.36247 -0.52074 0.0004
H 6.76331 1.94642 0.66148 -0.0001
H -6.70476 0.01379 -0.99126 0.0000
H -1.33114 -3.19324 -1.37447 0.0001
C -2.68478 2.09747 -0.43213 -0.0001
H 0.65895 -5.67143 0.04176 0.0000
H -3.28176 2.99395 -0.62925 -0.0003
As 0.37829 -3.22765 0.45106 -0.0003
C 2.31198 3.07695 0.78763 -0.0023
H 2.60179 4.11215 0.99491 -0.0001
H -1.67178 4.35927 -0.21163 -0.0002
H -1.67876 -2.57679 1.68131 -0.0002
C 4.27201 0.41468 -1.06106 -0.0010
C 5.54044 0.68776 -0.59612 0.0006
H -3.36067 -2.50446 -0.03963 -0.0002
H 2.15636 -4.77289 -0.32595 0.0000
H -0.53407 3.61776 1.92840 -0.0007
C 4.69762 2.47271 0.75223 0.0013
C 3.38432 2.18680 0.34260 0.0021
```

Results
M: 559.3 g/mol
energy above the lowest of the compared OMol25 structures with the same formula, charge and spin: 0.0 kcal/mol
HOMO energy (alpha / beta): -10.9 / -10.9 eV
multiplicity: 3
total charge: +1

3.
This record from the Open Molecules 2025 dataset describes a structure of composition C19H23Cl5HfNP at a distorted geometry. The level of theory is ωB97M-V/def2-TZVPD.

```
50
Properties=species:S:1:pos:R:3:nbo_charge:R:1
H -2.15869 -0.62727 0.56484 0.1440
Cl -1.92509 -1.22108 2.76362 0.1244
C 0.83967 2.71448 -2.50958 -0.1661
N -1.46935 -1.74572 -1.15841 -0.5462
H -2.62909 0.97683 -1.93174 0.2512
H -3.31670 -0.88110 -0.71597 0.2839
H 1.97156 -1.77939 -2.02394 0.2633
C 2.47127 -2.21330 -1.14819 -0.8467
H 4.61482 -1.69490 0.76723 0.2859
Cl -2.84495 3.95985 4.80737 0.1497
H -2.46652 1.45513 -0.23360 0.2551
H 2.94298 2.39055 -2.08770 0.2344
H 0.98892 3.52612 -3.22174 0.2483
H 2.07891 -3.23073 -1.00547 0.2584
Hf -0.34106 -1.40895 0.68694 1.8238
C 1.91039 2.08696 -1.88865 -0.1998
H 3.32006 0.96121 0.46118 0.2625
C -2.36206 -2.95129 -1.23809 -0.4075
C -0.91413 -1.57399 -2.51820 -0.4142
Cl -3.81643 0.92748 4.63779 0.1313
H 3.54164 -2.28365 -1.40740 0.2933
P 2.25336 -1.18968 0.40688 0.8229
C 2.88824 0.36967 -0.36758 -0.6727
H -1.49345 -2.13655 -3.28700 0.2385
C 1.69112 1.00896 -1.00075 -0.0636
H 1.40523 -0.18131 1.59387 0.1731
C -2.26555 -0.61560 -0.60525 -0.2321
C 3.67569 -1.78196 1.33353 -0.9402
H -0.82570 -0.52960 -2.81886 0.2483
H -1.31678 2.70299 -2.69788 0.2340
H -3.25261 -2.77605 -0.64112 0.2188
Cl 1.46856 2.73186 1.75369 0.0862
C 0.41426 0.50439 -0.66560 -0.5311
C -0.75915 3.23309 3.24593 -0.0471
C -1.94805 2.81026 3.92063 -0.0711
C -0.61634 1.22714 -1.27363 0.0380
H -1.81643 -3.77264 -0.74742 0.2460
C -2.41950 1.46993 3.80247 -0.0832
H 3.48766 -2.82759 1.60161 0.2676
H -0.98343 -3.15785 0.50936 -0.4540
H 3.64947 0.13885 -1.13616 0.2690
C -0.56312 1.00876 2.32692 -0.1246
Cl -0.13076 4.81396 3.47773 0.1416
C -1.65608 0.59080 2.99492 -0.0837
C -2.03192 0.81958 -1.03342 -0.4732
H 3.70047 -1.16885 2.23851 0.2652
H 0.10241 -1.99751 -2.51167 0.2093
C -0.43265 2.27671 -2.20352 -0.2238
C -0.05242 2.28859 2.45182 -0.1266
H -2.60868 -3.24757 -2.26834 0.2394
```

Results
M: 652.1 g/mol
energy above the lowest of the compared OMol25 structures with the same formula, charge and spin: 0.0 kcal/mol
HOMO energy: -14.6 eV
total charge: +2